One molecule with the formula C4H2O2. Source: the OMol25 dataset; level of theory: ωB97M-V/def2-TZVPD.

```
! wB97M-V def2-TZVPD RIJCOSX def2/J DEFGRID3
* xyz 0 1
C 2.09 -0.10 -0.43
C 0.99 0.25 -0.08
C -0.37 0.65 0.22
O -0.72 1.78 0.50
C -1.43 -0.46 0.18
O -1.18 -1.59 0.49
H 3.06 -0.42 -0.75
H -2.43 -0.11 -0.12
*
```

Output
- Gap between HOMO and LUMO: 9.4 eV
- HOMO: -0.381 Eh
- SMILES: C#CC(=O)C=O
- ΔE to the lowest compared entry with this formula, charge and spin: 7.5 kcal/mol
- Lowest unoccupied orbital energy: -0.99 eV
- Calculated total energy: -303.9978 Ha